[1]
Formula: C25H49Li5O13P
Source: OMol25
Level of theory: the ωB97M-V functional and the def2-TZVPD basis

Geometry as XYZ:
```
93
Properties=species:S:1:pos:R:3:forces:R:3:mulliken_charge:R:1
Li -0.4388 0.2930 2.4026 0.4256 -0.0353 0.8473 0.56
Li -0.9670 0.7591 -2.3479 -0.4370 1.0839 0.0842 0.79
Li -1.1112 -1.7719 0.1695 -0.3777 0.2549 -0.0407 0.97
Li -2.6466 0.9220 0.7703 -0.4230 -0.1805 -0.6974 0.77
Li 0.0783 2.8838 -0.2721 -0.6277 1.0780 -0.6649 0.72
P -0.2937 0.5716 -0.0129 0.2236 -1.7361 -2.7985 0.25
O -1.5726 -0.0087 -0.6876 -0.1341 -0.9006 -0.4659 -1.16
O 0.4492 1.3247 -1.1770 0.3792 -1.5461 1.6030 -0.51
O 0.2789 -0.6188 0.8033 0.6277 0.8101 -0.4323 -0.55
O -0.8055 1.6140 0.9371 -0.3340 1.9778 2.3093 -1.01
O -2.3906 4.6306 -3.1127 -0.4859 0.2215 -0.1471 -0.55
C -1.7364 3.7932 -2.3232 3.6482 0.7466 2.3981 0.72
O -1.8826 2.5985 -2.5320 -1.5864 -3.9158 -1.4598 -0.58
O -0.8922 4.1774 -1.5059 0.6479 1.6362 1.5484 -0.87
H -2.6820 3.8371 -3.5677 -1.6383 0.3801 -1.9935 0.31
C 2.9380 3.6467 -4.0988 0.1895 0.6774 -0.3743 -0.65
C 3.8124 2.5415 -4.7241 0.1379 -0.1409 0.3991 -0.44
C 2.7701 1.6339 -5.4375 0.4894 -0.0092 1.1113 -0.25
O 1.5063 2.2372 -5.2363 -1.0485 0.5041 -0.0880 -0.47
C 1.5172 3.0526 -4.0349 1.6334 -0.5353 -0.9076 0.26
H 3.0690 4.4619 -4.8104 -0.9063 0.3007 -0.0460 0.32
H 3.2684 4.0927 -3.1607 0.1663 -0.5030 0.2337 0.37
H 4.4213 2.0301 -3.9786 -0.3649 -0.4559 0.0976 0.08
H 4.5644 2.9548 -5.3961 -0.2638 0.1519 -0.2397 0.41
H 2.7621 0.6557 -4.9566 0.1271 -0.2282 0.0821 0.05
H 2.9661 1.4656 -6.4964 -0.2056 0.3412 -0.0575 0.33
H 1.4503 2.4064 -3.1596 -0.1397 -0.0782 0.1802 -0.30
H 0.6853 3.7568 -4.0217 0.1241 -0.0742 -0.3152 0.27
C 1.1947 -3.2268 4.5079 0.2695 -0.8375 0.2898 -0.72
C -0.1328 -3.2725 5.3184 0.9607 1.2619 -0.3566 -0.57
C -0.5491 -1.7866 5.1465 -0.0491 0.2853 -0.2767 -0.34
O 0.3426 -1.1712 4.1649 -1.0258 0.1676 -0.3021 -0.37
C 0.9326 -2.2037 3.4119 0.6740 -0.7808 0.3848 -0.02
H 1.6040 -4.1935 4.2147 -0.4011 -0.1401 -0.3670 0.42
H 1.9683 -2.8320 5.1666 0.0121 0.2769 0.0476 0.26
H 0.0589 -3.4963 6.3678 -0.1135 -0.1723 -0.0999 0.31
H -0.8970 -3.9352 4.9123 0.1902 -0.0209 -0.0466 0.27
H -0.4463 -1.1359 6.0149 -0.0166 -0.3502 0.2602 0.26
H -1.5840 -1.7362 4.8081 -0.0387 0.1970 -0.2262 0.19
H 1.8112 -1.8252 2.8895 0.1850 0.1417 0.3481 0.21
H 0.3102 -2.5903 2.6049 -0.6071 -0.0814 0.0824 -0.06
C 0.5860 -4.5578 -0.5889 0.6314 -1.5699 0.5718 -0.53
C 1.0960 -3.7103 -1.7285 2.3787 -0.7317 0.2081 0.33
C -0.0660 -2.9027 -2.1255 -0.3005 0.9032 -1.3039 0.02
O -1.0643 -3.1822 -1.1819 -1.9727 0.6012 0.6099 -0.43
C -0.9090 -4.5271 -0.7705 0.9598 -0.5324 0.7621 -0.44
H 0.8854 -4.1682 0.3841 -0.2552 0.4265 0.0164 0.00
H 0.9801 -5.5736 -0.5613 0.0478 -0.1135 -0.3383 0.43
H 1.4882 -4.2942 -2.5611 -0.1246 -0.1855 0.0216 0.55
H 1.9437 -3.1223 -1.3766 -0.0760 0.2324 -0.0820 -0.63
H -0.4067 -3.1740 -3.1247 -0.2230 -0.0579 -0.1164 0.28
H 0.1656 -1.8379 -2.1521 -0.2943 0.1258 0.2818 -0.23
H -1.2427 -5.2705 -1.4945 -0.1482 0.2777 -0.4536 0.32
H -1.3933 -4.7694 0.1755 -0.4506 0.6165 -0.0983 0.35
C -1.2306 3.2743 5.2820 -0.3192 0.5329 2.0906 -0.61
C 0.2909 3.3770 5.4657 0.6113 -1.3750 -0.5045 -0.60
C 0.7332 1.9063 5.1035 -1.2450 1.2525 -0.5314 -0.51
O -0.1994 1.6366 4.0202 1.2282 -0.9662 -0.5365 0.10
C -1.4858 2.1682 4.2858 0.5364 0.7313 -0.1815 0.05
H -1.7827 4.1924 5.0812 0.4311 0.1422 -0.4675 0.39
H -1.5977 3.0331 6.2796 -0.2633 -0.4384 0.0571 0.25
H 0.6377 3.6363 6.4660 -0.3055 0.2057 -0.0095 0.37
H 0.7667 4.0335 4.7373 -0.0452 0.0758 0.0378 0.26
H 0.6209 1.1565 5.8866 -0.2893 0.1477 0.2775 0.21
H 1.7680 1.8414 4.7672 -0.2293 0.0169 -0.4288 0.34
H -2.1559 1.3663 4.5955 -0.1622 0.1291 0.1850 0.17
H -1.8437 2.6376 3.3695 -0.1111 -0.4210 -0.2419 -0.06
C -6.4305 -0.0827 -1.1569 -0.5025 -0.1673 -0.1807 -0.57
C -6.1681 1.3330 -1.6356 -0.7943 0.7852 -0.6576 -0.58
C -4.7097 1.5328 -1.4805 0.9543 -0.4899 0.7262 -0.30
O -4.4033 0.7484 -0.3097 -0.0024 -0.7592 0.8783 -0.28
C -5.1721 -0.5054 -0.3982 0.4121 0.9472 -0.7047 -0.43
H -6.5121 -0.6860 -2.0610 -0.3578 -0.3363 0.2676 0.31
H -7.3618 -0.0969 -0.5908 0.1225 -0.3755 0.0381 0.27
H -6.6848 2.1011 -1.0601 -0.1549 -0.1967 0.1739 0.27
H -6.4814 1.4590 -2.6720 -0.0488 0.0651 -0.0296 0.32
H -4.4336 2.5659 -1.2694 0.1746 -0.1306 -0.0974 0.30
H -4.1037 1.1354 -2.2947 -0.0391 0.1769 -0.2380 0.14
H -5.2723 -0.9936 0.5712 -0.1087 0.5969 0.1446 0.31
H -4.6486 -1.2222 -1.0309 0.4650 0.0824 -0.0005 0.14
C 3.7574 -0.9730 -0.5310 0.6695 0.6364 -0.7838 -0.08
C 4.6688 -2.0183 -1.1784 -0.5651 -2.5569 1.1508 -0.85
C 4.4197 -2.0154 -2.6820 0.5819 1.6807 1.0985 -0.30
O 4.0501 -0.6339 -2.8121 0.9999 0.9200 -2.4371 -0.52
C 3.2643 -0.1774 -1.7508 -1.2664 -1.7218 0.6919 0.47
H 4.4209 -0.3174 0.0330 -0.5245 -0.0928 0.6647 0.44
H 2.9064 -1.3951 0.0035 0.3129 0.2123 0.3898 -0.21
H 4.4240 -2.9943 -0.7594 -0.2168 -0.3446 0.0363 0.40
H 5.7066 -1.9445 -0.8536 0.1184 0.5910 -0.6288 0.34
H 3.6916 -2.6910 -3.1309 -0.5677 -0.0206 0.5554 0.15
H 5.3443 -2.2416 -3.2130 0.0598 0.5748 -0.2182 0.29
H 2.2416 -0.4844 -1.9696 -0.4271 0.0186 0.1011 -0.53
H 3.1700 0.8919 -1.5616 0.8087 0.1068 -0.6702 0.42
```
Positions in Å, forces in eV/Å.

**HOMO level (alpha / beta)**: -3.0 / -8.8 eV
**2S+1**: 2
**Gap between HOMO and LUMO (alpha / beta)**: 0.11661 / 0.32422 Eh
**⟨S²⟩**: 0.75

---

[2]
Formula: C25H49N4O6
Source: OMol25
Level of theory: the ωB97M-V functional and the def2-TZVPD basis

Geometry as XYZ:
```
84
Properties=species:S:1:pos:R:3:forces:R:3:mulliken_charge:R:1
C 5.4339 5.1401 2.8434 -0.1646 0.1281 -0.9466 -1.02
C 5.9142 4.1209 1.6518 0.4399 -0.0810 -0.8216 0.12
C 7.1145 3.0712 2.0926 0.1243 0.7441 0.5247 -0.48
C 8.1868 2.7494 0.8953 -0.5590 -1.2548 0.0522 -0.74
C 7.6151 1.6530 -0.2314 1.5216 0.5630 -0.3398 -0.54
C 6.4550 2.2649 -1.2083 0.4535 0.0829 -0.8160 -0.43
C 5.0148 1.4910 -1.1752 -0.9329 1.1036 -0.2289 -0.65
C 4.5851 0.8565 0.2716 0.0459 -1.1024 0.3117 -0.04
C 2.9949 0.9807 0.6495 -0.0162 -1.4701 0.3265 -0.55
C 2.1921 -0.3645 0.0772 -0.6573 0.3855 -0.7319 -0.67
C 0.6406 0.0122 -0.3591 -0.4482 -0.4875 -0.0324 -0.55
C -0.4784 -0.4501 0.7730 0.4468 0.4251 0.6738 -0.14
C -1.7032 0.6412 0.9236 0.6730 0.3277 0.1608 -0.72
C -2.9567 0.3974 -0.1210 0.0246 0.3075 0.1726 -0.56
C -4.3612 -0.0512 0.6157 -0.0078 -0.4374 0.1669 -0.53
C -5.2414 1.2223 1.1972 0.9158 -2.6892 1.4936 -0.40
N -6.1115 1.8997 0.1538 -3.1461 2.2775 0.2061 0.18
C -6.0817 3.4139 0.4497 -1.2264 3.3331 -0.3974 -0.63
C -7.6567 3.9709 0.4348 1.1274 -0.1878 -1.1460 0.03
N -7.9243 5.2793 1.1762 -0.1093 -1.2144 -1.1915 -0.67
N -8.3214 2.7014 0.9950 0.3765 -0.8600 -1.3211 -0.40
C -7.6001 1.6247 0.1927 0.5085 0.6690 1.5730 0.15
N -8.3613 0.6325 -0.3928 1.3826 1.6109 1.3769 -0.24
H 5.3856 4.6299 3.9104 0.0563 1.0903 -2.3218 0.28
H 6.1831 6.0529 2.8391 -1.5427 -1.9045 0.3263 0.26
H 4.3687 5.5576 2.5090 2.2690 -0.8448 1.0503 0.30
H 4.9944 3.5552 1.1432 1.9711 1.1454 1.3181 -0.15
H 6.3829 4.7790 0.7732 -1.0896 -1.2696 1.9267 0.19
H 6.6711 2.0733 2.5721 0.9828 2.1043 -1.1434 0.27
H 7.7156 3.6179 2.9648 -1.2369 -1.1840 -1.7969 0.34
H 8.4818 3.7276 0.3059 -0.4720 -1.9102 1.3940 0.29
H 9.1306 2.2327 1.4121 -1.9058 1.3506 -1.2605 0.31
H 7.3613 0.6319 0.2799 0.1970 2.0231 -0.9362 0.31
H 8.5608 1.4380 -0.9285 -2.0266 0.3348 1.5347 0.30
H 6.8525 2.1833 -2.3317 -0.8738 0.1965 2.4462 0.33
H 6.3580 3.4387 -1.0161 -0.0043 -2.7006 -0.2422 0.20
H 4.1854 2.3085 -1.4401 1.7289 -1.7018 0.4682 0.18
H 4.9553 0.7058 -2.0706 0.2057 1.5024 2.2165 0.33
H 5.1908 1.2654 1.1901 -0.9585 -0.5461 -2.1155 -0.38
H 4.8365 -0.3091 0.2118 -0.5244 2.4582 0.3422 0.42
H 2.5150 1.9616 0.2256 0.9445 -1.8602 0.8055 0.34
H 2.8598 0.9321 1.8339 0.3743 0.4539 -2.5583 0.20
H 2.7583 -0.7931 -0.8655 -1.0953 0.9510 1.8779 0.31
H 2.1290 -1.2317 0.8632 0.3510 1.7494 -1.3702 0.33
H 0.3414 -0.5167 -1.3654 0.7379 1.0481 1.8495 0.25
H 0.5727 1.1710 -0.5304 0.0651 -2.1819 0.3376 0.35
H 0.1047 -0.4943 1.8069 -1.2954 0.1836 -2.0241 0.40
H -0.8907 -1.5358 0.5803 0.9132 2.4612 0.2928 -0.12
H -2.0414 0.6542 2.0623 0.4015 -0.0520 -2.4136 0.30
H -1.2260 1.7114 0.6984 -1.1269 -2.2659 0.5689 0.28
H -3.1170 1.4164 -0.6992 0.1134 -2.1955 0.9662 0.29
H -2.6488 -0.4367 -0.8880 -0.6288 1.6746 1.4567 0.27
H -4.0956 -0.7675 1.5329 -0.5822 1.6663 -1.9137 0.32
H -5.0355 -0.7116 -0.1113 1.3455 1.5505 1.4612 0.19
H -5.9678 0.8186 2.0533 1.6762 0.8678 -1.6150 0.22
H -4.4682 1.9776 1.7036 -2.0025 -1.4146 -1.4666 0.38
H -5.7482 3.7359 1.5254 -0.2076 -1.1292 -1.9923 0.36
H -5.5451 4.1029 -0.3563 -0.5930 -2.1140 1.6484 0.25
H -8.0309 4.1678 -0.6593 0.6820 -1.1458 1.8553 0.25
H -8.8676 5.6233 0.8239 1.7716 -0.4293 0.6671 0.31
H -7.1912 6.0006 0.9232 -1.1735 -1.2980 0.2687 0.28
H -8.1533 2.6141 2.0301 0.1070 0.0661 -1.2496 0.35
H -8.1749 0.2022 -1.3332 0.4405 0.2880 1.7275 0.31
H -9.2401 0.3319 0.1267 1.2497 1.1559 -1.2569 0.32
C -3.7356 -4.6127 -0.1243 -1.1197 -0.0170 0.2847 -0.38
C -2.9653 -5.7296 -0.7506 -0.4270 -1.1670 -0.1942 -0.39
O -1.7978 -5.0905 -1.2309 0.3172 0.9794 0.3735 -0.21
C -1.6316 -3.9572 -0.4881 2.1094 1.2965 -0.1317 0.59
O -0.6353 -3.2543 -0.5178 -2.2501 -1.8511 -0.1092 -0.57
O -2.7248 -3.7140 0.2924 0.8984 0.0323 -0.3967 -0.26
H -4.3335 -4.9460 0.7283 0.1837 0.1879 -0.0565 0.32
H -4.3890 -4.1026 -0.8398 0.0647 -0.0408 0.0207 0.25
H -2.6755 -6.4963 -0.0243 -0.0303 0.0919 -0.0578 0.28
H -3.5125 -6.2044 -1.5696 0.2532 0.0931 0.0472 0.33
C 0.2086 -6.9807 -3.3937 -0.8783 0.5994 -0.1461 -0.07
C 1.4481 -6.7028 -2.6066 0.2870 0.9499 0.6024 -0.29
O 2.0684 -7.9715 -2.5177 -0.2911 -0.6563 -0.6028 -0.32
C 1.6081 -8.7128 -3.5676 1.1295 -2.5192 -0.7295 0.60
O 2.0604 -9.7968 -3.8961 -1.1058 2.5800 0.7790 -0.53
O 0.5768 -8.0824 -4.2022 0.6644 -0.4512 0.2430 -0.33
H -0.0919 -6.1299 -4.0114 0.0256 -0.2553 -0.0151 0.29
H -0.6334 -7.2744 -2.7582 0.0761 0.0206 -0.0214 0.13
H 2.1250 -6.0135 -3.1222 -0.0774 -0.0594 0.0315 0.27
H 1.2289 -6.3076 -1.6110 0.1538 -0.1614 -0.1165 0.23
```
Positions in Å, forces in eV/Å.

**HOMO level**: -11.3 eV
**ΔE to the lowest compared entry with this formula, charge and spin**: 808.9 kJ/mol
**Total charge**: +1
**Gap between HOMO and LUMO**: 0.22435 Eh

---

no.,electronic energy (eV)
1,-63659.8037
2,-44948.4303